200
Properties=species:S:1:pos:R:3:forces:R:3 method="wB97M-V/def2-TZVPD" lumo_energy_ev=-0.25 relative_energy_ev=17.2560 orbital_gap_ev=8.510 largest_force_ev_per_a=9.26
C -1.051 17.750 -4.363 -0.995 -1.080 0.584
O -0.844 18.450 -5.310 2.539 2.138 -1.503
N -2.265 17.250 -4.262 -2.282 -0.901 -0.375
N -0.298 17.280 -3.379 3.262 0.066 1.855
H -2.622 16.993 -3.353 -0.801 0.184 -0.500
H -2.731 17.703 -5.035 -1.496 -0.512 0.517
H 0.559 17.740 -3.106 -0.106 -0.157 -0.300
H -0.635 16.580 -2.734 -0.070 0.389 -0.305
C -13.896 8.997 -2.174 1.870 -1.158 3.627
O -14.636 8.658 -1.270 -0.609 -0.138 1.067
N -12.557 9.202 -1.976 0.346 0.703 -0.787
N -14.352 9.094 -3.380 -1.740 0.452 -4.528
H -12.053 8.923 -1.146 -0.838 0.160 -0.178
H -12.044 9.678 -2.704 0.340 -0.406 0.028
H -15.322 8.832 -3.481 0.229 0.077 0.237
H -13.832 9.073 -4.246 0.452 0.121 0.444
C -9.031 16.914 -7.582 3.319 -2.393 -0.262
O -8.212 16.124 -8.103 -0.432 -0.818 -0.060
N -9.640 16.678 -6.474 -2.215 -3.465 3.283
N -9.090 18.133 -7.861 -0.351 6.461 -2.941
H -9.334 15.800 -6.080 -1.204 -0.041 0.618
H -10.326 17.274 -6.032 -0.004 -0.488 0.109
H -9.678 18.730 -7.298 0.442 0.194 -0.327
H -8.339 18.551 -8.392 -0.573 0.109 -0.297
C -13.200 10.045 -8.331 0.388 -0.236 0.522
O -13.709 11.096 -8.548 -0.924 3.720 -1.051
N -13.937 8.990 -8.257 -2.248 -4.717 0.249
N -11.935 9.824 -8.014 1.898 0.275 0.341
H -14.921 9.012 -8.482 0.402 -0.137 -0.050
H -13.450 8.135 -8.031 -0.896 -0.221 -0.150
H -11.590 8.888 -7.853 0.101 0.434 -0.073
H -11.363 10.584 -8.354 1.088 -0.108 -0.053
C -7.055 20.551 -9.060 -0.899 2.567 -2.028
O -7.493 21.650 -9.419 0.188 -1.076 -0.345
N -6.876 19.446 -9.735 -1.186 -1.566 -5.636
N -6.674 20.231 -7.903 2.119 1.391 8.904
H -6.593 18.554 -9.356 0.186 0.224 -0.362
H -7.216 19.599 -10.674 0.083 -1.158 -0.270
H -6.039 19.475 -7.692 -0.064 -0.425 -0.484
H -6.499 21.002 -7.275 -0.509 0.075 0.243
C -14.912 11.762 -5.347 -1.593 -0.369 -0.163
O -14.068 12.578 -5.478 3.345 2.185 -0.962
N -15.304 10.789 -6.107 0.262 -4.456 -4.414
N -15.794 11.774 -4.403 -2.184 1.752 4.847
H -14.944 10.572 -7.025 0.255 0.431 0.343
H -15.909 10.102 -5.680 0.280 0.107 -0.702
H -16.522 11.074 -4.426 -0.097 1.115 0.792
H -15.772 12.615 -3.845 -0.580 -0.555 0.497
C -3.713 12.123 -11.205 -0.120 -0.969 0.569
O -3.177 11.044 -11.080 1.183 -1.729 0.172
N -3.885 12.682 -12.380 0.347 0.790 -3.547
N -4.227 12.784 -10.205 -0.975 0.997 2.142
H -3.281 12.267 -13.075 -0.475 0.304 -0.234
H -4.478 13.468 -12.603 0.347 -0.040 0.337
H -4.222 12.307 -9.314 -0.156 0.670 -0.081
H -4.591 13.709 -10.379 -0.051 0.140 0.627
C -8.055 13.645 -5.206 1.233 0.122 -1.242
O -7.928 13.036 -4.182 -0.151 -1.845 3.389
N -9.109 13.622 -5.948 -3.194 -0.323 -1.445
N -7.042 14.310 -5.705 1.346 1.139 0.453
H -9.039 14.061 -6.854 -0.641 -0.458 -0.100
H -9.881 13.087 -5.576 -0.462 0.482 -0.623
H -6.995 14.482 -6.699 0.580 -0.073 0.197
H -6.315 14.121 -5.031 1.235 0.439 -0.982
C -9.959 9.488 -0.048 -0.018 -0.848 0.001
O -9.612 9.920 -1.143 0.189 0.148 0.279
N -10.013 10.176 1.073 -0.088 1.887 1.354
N -10.297 8.202 0.148 -0.094 -0.764 -1.215
H -9.966 11.180 0.974 0.034 -0.079 0.322
H -10.554 9.776 1.827 0.121 0.513 -0.019
H -10.320 7.715 -0.737 0.011 -0.838 0.550
H -10.391 7.794 1.067 -0.078 -0.183 -0.563
C -4.201 8.350 -2.800 0.516 2.138 0.236
O -3.851 7.356 -3.322 1.374 -4.247 -0.911
N -4.931 9.222 -3.450 -2.564 2.175 -1.407
N -3.755 8.867 -1.648 0.924 -1.173 1.135
H -5.314 9.970 -2.891 -0.425 0.109 -0.924
H -5.344 8.900 -4.314 -0.110 0.296 0.448
H -3.173 8.170 -1.206 -0.050 0.782 0.884
H -4.174 9.700 -1.261 0.461 -0.459 0.704
C -5.629 11.305 -7.270 -0.010 3.445 -0.229
O -5.473 12.528 -7.434 -0.126 0.221 -0.851
N -6.195 10.452 -8.040 -2.290 -1.114 -4.405
N -5.286 10.690 -6.212 1.578 -2.443 5.636
H -6.557 10.777 -8.925 -0.150 -0.689 -0.131
H -6.270 9.494 -7.730 -0.097 0.300 -0.867
H -5.884 9.881 -6.120 0.702 -0.044 1.003
H -5.081 11.177 -5.352 0.073 0.271 0.112
C -8.144 9.286 -10.321 -2.787 -0.931 1.352
O -7.538 10.294 -10.477 1.646 2.637 -0.871
N -9.454 9.213 -9.953 -2.052 1.078 0.492
N -7.680 8.065 -10.353 1.769 -3.175 -0.442
H -9.960 10.037 -9.662 0.458 0.411 -0.488
H -9.964 8.372 -9.722 0.628 -0.035 -0.298
H -6.726 7.830 -10.587 -0.290 0.109 -0.088
H -8.387 7.355 -10.223 0.898 -0.280 -0.184
C -6.627 17.948 -5.066 0.606 0.557 -0.277
O -5.906 18.876 -4.752 0.979 2.131 1.367
N -7.784 17.655 -4.562 -3.078 0.885 3.375
N -6.182 17.074 -5.881 2.395 -2.987 -4.122
H -7.815 18.019 -3.621 -1.111 0.132 -0.024
H -8.562 17.169 -4.985 0.608 0.007 0.258
H -5.329 17.345 -6.347 -0.263 -0.041 -0.287
H -6.780 16.442 -6.395 0.052 0.091 0.272
C -6.130 10.932 -0.525 -1.609 -1.342 -1.320
O -5.014 11.141 -0.208 4.750 1.418 1.626
N -6.702 11.519 -1.600 -1.436 -0.401 0.765
N -6.827 9.938 0.039 -1.707 -0.829 0.371
H -6.098 11.937 -2.293 -0.159 0.048 -0.615
H -7.550 11.007 -1.795 -0.170 0.763 -1.153
H -7.663 9.648 -0.448 0.042 -0.184 0.425
H -6.481 9.381 0.807 0.177 0.403 -0.333
C -8.273 15.257 -1.030 -0.032 0.285 4.160
O -8.736 16.302 -0.630 0.048 1.482 1.980
N -7.677 14.256 -0.354 0.604 -1.247 1.244
N -8.413 14.989 -2.258 -0.296 -0.322 -6.004
H -7.569 14.173 0.646 -0.107 0.472 -0.374
H -7.402 13.475 -0.932 0.171 -0.080 0.575
H -8.494 15.893 -2.701 -0.493 -0.571 -1.062
H -8.043 14.184 -2.744 0.077 0.240 -0.067
C -11.612 14.919 -3.777 2.434 3.383 -1.638
O -11.047 16.020 -3.752 0.535 0.681 0.878
N -11.312 13.916 -3.009 0.490 -2.239 3.065
N -12.328 14.635 -4.807 -3.096 -1.357 -3.560
H -11.930 13.117 -3.004 0.302 0.011 0.289
H -10.785 14.178 -2.189 -0.055 -0.356 0.112
H -12.303 15.213 -5.636 -0.187 0.290 0.392
H -12.848 13.774 -4.896 -0.085 0.040 -0.094
C -4.938 17.010 -1.562 0.759 -3.152 2.350
O -4.825 16.793 -0.366 0.180 0.174 0.472
N -5.407 18.076 -2.098 -2.344 4.999 0.340
N -4.664 16.099 -2.500 0.932 -1.274 -1.987
H -5.434 18.422 -3.046 0.204 -0.275 -0.340
H -5.901 18.630 -1.414 0.232 0.387 -0.189
H -5.077 16.412 -3.367 0.286 -1.208 -0.436
H -4.454 15.131 -2.303 -0.225 0.394 0.050
C -5.194 16.716 -11.374 0.050 -0.987 -1.233
O -4.813 15.660 -11.035 1.849 -5.432 2.750
N -6.034 16.897 -12.280 -6.679 -0.074 -5.956
N -4.693 17.829 -11.094 4.528 5.097 3.779
H -6.650 16.136 -12.527 -0.354 0.194 -0.196
H -6.222 17.850 -12.558 -0.530 -0.739 -0.394
H -5.156 18.683 -11.368 0.923 -0.023 0.895
H -3.996 17.645 -10.386 0.283 1.652 0.263
C -3.547 18.652 -7.735 3.771 0.723 1.523
O -4.598 18.167 -7.936 -5.722 -3.974 -1.696
N -3.515 19.893 -7.352 1.863 4.086 0.604
N -2.377 18.017 -7.721 0.373 -0.037 -0.862
H -2.602 20.307 -7.467 -0.421 0.671 0.610
H -4.306 20.435 -7.035 0.342 -0.346 -0.314
H -2.341 17.045 -7.995 0.557 -0.497 0.020
H -1.544 18.453 -7.350 -0.177 -0.276 0.184
C -12.935 16.137 -9.022 -0.017 0.311 -0.269
O -12.638 15.870 -7.912 1.613 -2.106 5.400
N -12.951 15.328 -10.011 0.050 -3.022 -2.653
N -13.234 17.338 -9.330 -1.838 6.030 -1.352
H -12.720 14.389 -9.718 -0.297 -0.359 -1.205
H -13.363 15.677 -10.864 0.302 -1.190 -0.055
H -13.526 17.947 -8.579 0.188 0.004 -0.274
H -13.552 17.556 -10.263 0.004 0.282 0.368
C -7.723 13.653 -11.794 2.595 -4.096 1.056
O -8.056 14.666 -12.231 -2.688 7.009 -1.502
N -7.261 13.303 -10.592 -0.088 1.049 3.320
N -7.544 12.596 -12.538 0.336 -4.051 -2.664
H -7.314 13.927 -9.800 0.427 -0.057 -0.196
H -6.910 12.363 -10.477 -0.187 0.564 0.589
H -7.182 11.810 -12.017 -0.319 -0.503 -1.170
H -7.736 12.510 -13.525 -0.004 0.333 0.439
C -2.893 14.725 -7.458 -0.245 3.458 -0.734
O -1.879 15.301 -7.747 2.454 1.684 -1.125
N -2.929 13.528 -7.081 1.005 -6.281 1.915
N -4.090 15.285 -7.405 -2.244 1.084 0.239
H -3.828 13.093 -6.929 0.143 -0.682 -0.260
H -2.070 13.004 -7.172 -0.355 -0.167 0.076
H -4.243 16.261 -7.614 -0.276 -0.224 -0.219
H -4.817 14.644 -7.120 -0.385 0.694 -0.375
C -10.691 12.840 -8.880 -0.705 1.468 1.431
O -10.323 11.758 -9.191 1.144 -4.532 -1.519
N -10.088 13.932 -9.152 3.929 4.247 -2.351
N -11.707 13.102 -8.132 -3.805 -1.552 3.371
H -10.043 14.663 -8.456 -0.199 0.183 -0.602
H -9.303 13.857 -9.782 0.049 0.252 0.108
H -12.068 14.007 -7.867 0.223 0.360 -0.007
H -12.046 12.303 -7.614 -0.777 0.418 -0.064
C -3.946 12.766 -3.382 1.196 -1.007 0.908
O -4.990 12.318 -3.807 -2.193 -0.333 -0.587
N -3.164 13.594 -3.995 1.305 2.837 -2.654
N -3.373 12.417 -2.249 0.657 -1.476 3.158
H -2.300 13.873 -3.552 -0.300 0.214 -0.625
H -3.428 13.966 -4.896 0.433 0.055 0.059
H -2.435 12.710 -2.013 -0.360 -0.034 -0.117
H -3.759 11.737 -1.609 -0.345 0.229 0.004
C -9.919 10.097 -4.754 -0.542 -4.554 4.004
O -10.641 9.110 -4.605 -1.603 -0.296 -0.552
N -9.239 10.330 -5.819 0.860 1.068 -3.213
N -9.431 10.711 -3.701 0.135 1.974 2.387
H -9.692 9.884 -6.604 0.465 1.110 -0.797
H -8.923 11.270 -5.633 0.858 0.216 -2.336
H -9.479 10.268 -2.794 -0.564 0.216 -0.285
H -8.893 11.560 -3.801 0.194 0.110 0.224